Computed, not measured: a cluster of 2 separate species, C4H12 in total, with ωB97M-V/def2-TZVPD.

Geometry as XYZ:
```
16
Properties=species:S:1:pos:R:3:forces:R:3
C 2.4910 -0.2911 1.6705 0.2 -0.1 -1.0
C 2.3832 -1.5244 0.7601 0.9 -1.1 0.1
H 1.5724 0.2785 1.5563 0.0 0.2 0.6
H 3.3032 0.3681 1.3598 0.0 0.0 -0.1
H 2.7313 -0.5639 2.6927 -0.5 0.0 0.2
H 3.0869 -1.5738 -0.0758 -0.2 0.7 -0.2
H 2.6946 -2.4339 1.2826 -0.2 0.0 0.3
H 1.3971 -1.7585 0.3727 -0.2 0.3 0.0
C -2.7955 1.2048 -0.5953 -0.6 1.5 0.4
C -2.1302 0.6355 -1.8217 0.7 -0.9 0.0
H -3.5708 1.9481 -0.8355 -0.3 -0.6 -0.4
H -2.1763 1.9013 -0.0176 0.6 -0.6 0.0
H -3.2325 0.4853 0.0909 0.1 -0.2 -0.1
H -2.7224 -0.1086 -2.3585 -0.5 0.5 -0.1
H -1.7811 1.4069 -2.5044 -0.2 0.0 -0.1
H -1.2509 0.0257 -1.5768 0.1 0.3 0.3
```
Positions in Å, forces in eV/Å.

Values from the calculation:
SMILES ... CC.CC
HOMO-LUMO gap ... 12.42 eV
Energy above the lowest of the compared OMol25 structures with the same formula, charge and spin ... 9.2 kcal/mol
HOMO energy ... -11.39 eV
Lowest unoccupied orbital energy ... 1.03 eV



Computed, not measured: a cluster of 8 separate species, C16H32Br16 in total, with ωB97M-V/def2-TZVPD.

Geometry as XYZ:
```
64
Properties=species:S:1:pos:R:3:forces:R:3
Br 12.4097 16.3866 -25.0009 0.4 0.2 0.8
C 12.7889 16.8481 -23.1197 -1.2 0.6 -0.1
C 11.9058 18.0997 -22.6929 0.9 -1.9 -0.6
Br 9.9314 17.5582 -22.8184 1.5 -0.1 0.7
H 13.8539 16.9900 -22.9359 0.0 0.6 -0.5
H 12.5630 15.9617 -22.5269 -0.4 0.2 -0.1
H 12.0248 18.9330 -23.3854 -0.3 -0.2 0.0
H 12.1818 18.4049 -21.6836 -0.6 0.0 0.1
Br 6.2224 19.7853 -16.7311 -0.2 1.1 0.9
C 5.9864 21.3918 -15.5657 -0.2 0.9 -0.1
C 5.2153 22.5288 -16.2888 0.2 -0.7 1.1
Br 4.9486 24.0549 -15.0204 0.3 -0.7 -0.5
H 6.9659 21.7369 -15.2347 0.0 -0.2 -0.3
H 5.4263 21.1043 -14.6759 0.0 -0.3 -0.3
H 4.2037 22.1577 -16.4533 0.2 0.3 -0.6
H 5.7481 22.9323 -17.1499 -0.4 -0.2 0.1
Br 4.4044 13.8208 -16.1373 0.2 -0.1 -0.3
C 5.6650 14.1242 -17.6207 0.0 0.6 1.2
C 4.9659 13.9737 -18.9117 -0.1 -0.8 -0.9
Br 6.2735 14.4299 -20.3084 0.0 0.0 -0.2
H 6.4479 13.3695 -17.5464 0.0 0.2 0.2
H 6.0475 15.1298 -17.4456 0.1 -0.2 -0.1
H 4.0633 14.5463 -19.1253 0.3 0.1 0.3
H 4.7989 12.9061 -19.0549 -0.4 0.2 -0.3
Br 10.4716 14.6149 -21.1618 -0.5 0.2 0.4
C 10.7789 15.0878 -19.2375 0.0 0.4 0.5
C 11.8534 16.1316 -19.3155 0.1 0.0 0.5
Br 12.1746 16.7952 -17.4110 -0.2 -0.6 -2.0
H 11.1266 14.2058 -18.6995 -0.1 -0.3 -0.5
H 9.8643 15.4644 -18.7796 -0.2 -0.2 -0.5
H 11.5267 16.9120 -20.0028 0.0 0.5 0.7
H 12.7095 15.6534 -19.7914 0.5 0.3 0.7
Br 8.8380 23.4245 -23.8046 -0.2 -0.5 -1.1
C 8.5009 22.1016 -25.2971 0.5 -0.1 1.8
C 8.4719 20.7324 -24.6471 -0.1 -0.6 -0.3
Br 6.9140 20.4636 -23.4577 0.8 0.2 -0.5
H 9.3789 22.1343 -25.9422 -0.3 0.3 -0.1
H 7.5480 22.3194 -25.7794 0.3 0.3 0.0
H 9.3595 20.4366 -24.0879 -0.1 0.7 0.3
H 8.4554 19.9719 -25.4278 -0.7 0.0 -0.2
Br 1.2991 18.9134 -19.7193 -0.5 -0.7 -0.6
C 0.8629 17.1938 -20.6299 -0.8 0.2 0.3
C 2.0216 16.6708 -21.4446 0.2 -0.6 0.8
Br 1.9251 14.6644 -21.3382 0.0 0.8 -0.5
H -0.0275 17.3117 -21.2474 0.2 0.6 -0.2
H 0.4765 16.5233 -19.8623 0.8 0.1 0.2
H 2.9999 16.8513 -20.9991 -0.4 0.1 0.0
H 2.0165 17.0573 -22.4638 -0.1 -0.5 0.0
Br 4.8408 18.3018 -27.6402 -0.1 -0.1 0.3
C 4.4128 18.5064 -25.7515 0.0 0.6 0.7
C 5.4452 17.7614 -24.9116 -0.8 -0.6 -0.4
Br 4.8271 17.6162 -22.9825 0.7 0.3 -1.5
H 3.3872 18.1995 -25.5462 0.2 -0.3 -0.3
H 4.4419 19.5796 -25.5632 0.1 -0.1 0.0
H 6.4270 18.2156 -25.0454 -0.1 0.0 0.7
H 5.4991 16.7342 -25.2720 0.0 0.0 0.3
Br 8.0259 17.4527 -18.6606 0.4 -0.4 0.1
C 7.3788 18.0407 -20.4141 0.1 0.0 0.7
C 6.2995 19.0582 -20.1411 -0.3 -0.1 -0.8
Br 4.6706 18.1475 -19.3759 1.4 0.9 -0.4
H 7.0634 17.1352 -20.9325 0.0 0.3 -0.1
H 8.2880 18.4832 -20.8210 -0.5 0.1 -0.3
H 5.9640 19.5506 -21.0539 -0.2 -0.6 -0.1
H 6.7429 19.8908 -19.5950 -0.6 -0.3 0.9
```
Positions in Å, forces in eV/Å.

Values from the calculation:
Spin multiplicity ... 2
HOMO-LUMO gap (alpha / beta) ... 7.91 / 2.36 eV
Energy above the lowest of the compared OMol25 structures with the same formula, charge and spin ... 18.7 kcal/mol
HOMO energy (alpha / beta) ... -11.57 / -11.56 eV
Total charge ... +1
Lowest unoccupied orbital energy (alpha / beta) ... -3.65 / -9.20 eV



Computed, not measured: a cluster of 5 separate species, C12H26O9S3 in total, with ωB97M-V/def2-TZVPD.

Geometry as XYZ:
```
50
Properties=species:S:1:pos:R:3:forces:R:3
C -15.3349 5.5698 -13.8331 0.2 0.6 0.1
C -15.5607 4.4752 -14.8740 1.7 0.4 -0.1
O -16.8348 3.9597 -14.5778 -0.4 -0.3 0.2
C -17.4394 4.7363 -13.6375 0.5 0.2 0.6
O -18.4697 4.4965 -13.1015 -0.1 -0.1 -0.5
O -16.6514 5.7982 -13.3332 -0.1 -0.1 0.1
H -14.9053 6.5039 -14.2011 -0.4 0.0 -0.4
H -14.6523 5.3017 -13.0206 -0.4 -0.5 0.1
H -14.7556 3.7461 -14.7439 -0.5 -0.4 -0.1
H -15.4991 4.8299 -15.9049 -0.3 0.1 0.1
C -17.4982 0.5561 -12.8902 -0.3 -0.2 -1.0
C -16.5187 0.5264 -14.0856 -0.6 -0.6 0.9
O -15.2696 0.8990 -13.5033 -0.2 0.7 -0.8
C -15.4265 1.1643 -12.1966 -0.6 -0.5 -0.1
O -14.5537 1.5533 -11.5023 0.6 0.4 0.6
O -16.6795 0.8800 -11.7870 0.3 0.0 0.4
H -17.9657 -0.4264 -12.8248 0.0 0.1 0.7
H -18.2799 1.3093 -12.9883 0.1 0.0 0.0
H -16.9156 1.1763 -14.8609 0.8 0.2 -0.2
H -16.3917 -0.5040 -14.4100 -0.1 0.1 -0.5
C -22.4851 -2.6523 -13.6991 -0.3 0.7 1.3
S -20.8265 -1.9824 -13.8882 0.5 -0.8 -0.3
O -20.6039 -1.1030 -12.7121 -0.1 0.0 0.0
C -19.9308 -3.5431 -13.5598 0.3 -0.3 0.1
H -23.0944 -1.7460 -13.7181 -0.2 -0.2 -0.3
H -22.5299 -2.9878 -12.6582 0.0 -0.2 -0.1
H -22.8579 -3.4275 -14.3593 0.4 0.1 -0.4
H -20.5220 -4.4130 -13.8446 0.0 0.1 -0.2
H -19.6792 -3.6413 -12.5021 -0.4 0.3 0.1
H -18.9731 -3.5834 -14.0814 -0.1 0.2 -0.2
C -11.0284 3.4394 -7.3756 0.0 0.9 0.5
S -12.8136 3.6863 -7.1420 0.3 -1.2 0.5
O -12.9893 5.1018 -6.7267 0.0 0.0 -0.7
C -13.3144 3.4127 -8.8688 -0.3 1.9 -1.0
H -10.6979 4.2083 -8.0773 0.1 -0.5 -0.4
H -10.7904 2.4021 -7.5892 0.0 0.0 -0.5
H -10.5235 3.7143 -6.4468 -0.3 -0.2 0.2
H -13.7646 2.4765 -9.1841 0.1 -0.3 0.6
H -12.5994 3.7336 -9.6372 0.5 -0.4 0.4
H -14.0593 4.2078 -9.0153 -0.3 -0.4 0.3
C -19.5408 -1.8045 -17.3384 -0.8 0.7 -1.1
S -18.5453 -2.6118 -18.5979 0.8 -0.4 0.0
O -19.0427 -2.3080 -19.9676 0.1 0.4 0.6
C -17.0407 -1.6340 -18.2146 0.3 0.0 -0.3
H -19.7545 -0.7792 -17.6597 0.5 0.1 0.2
H -19.0093 -1.8669 -16.3982 -0.2 0.0 0.2
H -20.5368 -2.2480 -17.3450 0.2 -0.5 0.3
H -17.0820 -0.5962 -18.5498 -0.5 0.0 0.1
H -16.1588 -2.0613 -18.6937 -0.3 -0.3 -0.2
H -16.8613 -1.6894 -17.1413 -0.1 0.0 0.0
```
Positions in Å, forces in eV/Å.

Values from the calculation:
HOMO-LUMO gap ... 8.74 eV
Energy above the lowest of the compared OMol25 structures with the same formula, charge and spin ... 0.0 kcal/mol
HOMO energy ... -8.59 eV
Lowest unoccupied orbital energy ... 0.15 eV



Computed, not measured: a structure of composition C11H8, with ωB97M-V/def2-TZVPD.

Geometry as XYZ:
```
19
Properties=species:S:1:pos:R:3:forces:R:3
C -2.0336 1.0557 0.3893 1.5 1.9 0.7
C -2.9864 0.1187 0.0185 -2.7 -1.9 -1.3
C -0.3151 -0.5580 1.1622 0.7 -2.6 0.9
C -0.8171 -1.6336 0.4823 -1.4 0.4 -0.5
C -0.8061 0.7617 1.2131 -1.4 0.5 -2.1
C 0.0877 -1.1669 -0.7036 -0.4 -0.9 -0.4
C 1.0181 -0.9318 0.4428 1.4 0.8 0.3
C -0.7272 1.2516 -0.3198 0.2 -1.6 0.3
C -0.6847 0.0245 -1.2587 -0.6 0.9 -1.3
C -2.2288 -0.1464 -0.9910 1.3 -0.2 1.0
C 2.1384 0.1434 0.3644 -3.3 0.0 3.6
H -0.7126 1.5583 1.8838 1.0 0.9 1.1
H 0.3696 -1.8331 -1.4990 0.1 -0.6 -0.3
H 1.4219 -1.9692 0.6129 -0.1 1.3 0.7
H -0.1970 2.1318 -0.5261 0.4 1.2 -0.2
H -0.4464 0.1570 -2.3631 -0.4 0.3 1.5
H 2.7689 -0.3656 -0.2153 3.5 -1.1 -2.2
H 2.4786 0.4339 1.3993 0.0 -0.5 -1.2
H 1.6718 0.9680 -0.0922 0.1 1.2 -0.7
```
Positions in Å, forces in eV/Å.

Values from the calculation:
HOMO-LUMO gap (alpha / beta) ... 6.75 / 7.51 eV
Energy above the lowest of the compared OMol25 structures with the same formula, charge and spin ... 262.1 kcal/mol
HOMO energy (alpha / beta) ... -7.28 / -7.84 eV
Lowest unoccupied orbital energy (alpha / beta) ... -0.53 / -0.33 eV



Computed, not measured: a cluster of 3 separate species, CH8O2S in total, with ωB97M-V/def2-TZVPD.

Geometry as XYZ:
```
12
Properties=species:S:1:pos:R:3:forces:R:3
C -0.1449 -0.0761 -1.7652 -0.6 0.6 -0.8
S -0.0684 1.4804 -0.8963 -0.3 -0.4 0.3
H -1.1574 -0.1703 -2.1652 0.0 0.0 0.0
H 0.5605 0.0700 -2.5839 0.2 -0.3 0.1
H 0.0245 -0.9975 -1.2091 0.3 0.2 0.6
H -1.3525 1.5797 -0.4354 0.3 -0.2 -0.1
H 2.1282 0.0241 1.3153 0.0 -0.5 0.4
H 1.4225 -1.2687 1.8773 0.6 1.0 0.1
O 1.7478 -0.3689 2.1179 -0.6 -0.6 -0.7
H -1.2561 -1.3811 1.7698 -0.1 0.5 0.6
H -1.1494 -2.7875 1.3166 0.1 -1.0 0.1
O -1.4714 -1.9430 1.0321 0.1 0.6 -0.7
```
Positions in Å, forces in eV/Å.

Values from the calculation:
Spin multiplicity ... 2
HOMO-LUMO gap (alpha / beta) ... 10.83 / 5.71 eV
Energy above the lowest of the compared OMol25 structures with the same formula, charge and spin ... 0.0 kcal/mol
HOMO energy (alpha / beta) ... -15.22 / -15.18 eV
Total charge ... +1
Lowest unoccupied orbital energy (alpha / beta) ... -4.39 / -9.47 eV



Computed, not measured: an isolated molecule of C3H3Cl2F, with ωB97M-V/def2-TZVPD.

Geometry as XYZ:
```
9
Properties=species:S:1:pos:R:3:forces:R:3
C -0.4468 0.5689 -0.0060 4.1 -0.5 3.0
C 0.7202 0.6798 0.8793 -6.4 0.0 -3.9
C 1.6401 -0.4412 1.0862 2.0 3.3 2.6
F 0.8625 1.8141 1.5605 0.5 -0.4 0.1
Cl 1.5920 -1.1180 2.7233 -0.3 -0.1 -0.1
Cl 3.3371 0.2059 0.8254 -0.4 -0.3 -0.1
H -1.1945 1.3339 -0.1547 0.4 0.4 0.4
H -0.6949 -0.3607 -0.5360 0.7 0.3 0.4
H 1.5038 -1.1358 0.3777 -0.6 -2.7 -2.3
```
Positions in Å, forces in eV/Å.

Values from the calculation:
SMILES ... C=C(F)C(Cl)Cl
HOMO-LUMO gap ... 10.10 eV
Energy above the lowest of the compared OMol25 structures with the same formula, charge and spin ... 20.0 kcal/mol
HOMO energy ... -9.82 eV
Lowest unoccupied orbital energy ... 0.28 eV



Computed, not measured: a structure of composition C2H12F4HgN2O12S4, with ωB97M-V/def2-TZVPD.

Geometry as XYZ:
```
37
Properties=species:S:1:pos:R:3:forces:R:3
Hg 0.5417 0.0223 -0.1207 -0.5 0.3 0.1
N -0.7753 -1.1109 1.2467 -0.9 -3.7 -0.5
S -1.5398 -0.6012 2.4602 -4.5 6.0 7.4
O -1.2596 -1.1419 3.7803 0.2 -0.1 -2.0
O -2.9589 -0.2208 2.2931 3.1 -0.9 -0.8
F -0.7490 0.7622 2.5587 0.1 0.9 -0.5
S -1.4774 -2.6462 1.4167 0.3 -7.3 -3.5
O -2.7996 -2.9084 0.8556 2.1 1.8 1.8
O -1.0116 -3.4568 2.5504 -0.8 2.3 -2.3
F -0.5998 -3.2717 0.1471 0.2 0.7 1.1
N -0.5493 0.0303 -2.0237 1.5 1.7 -3.9
S -0.0085 0.7337 -3.5802 4.5 2.3 -2.6
O -0.9434 1.3775 -4.5157 1.2 -2.2 2.6
O 1.2551 0.1554 -4.0988 -3.5 0.1 1.3
F 0.6544 2.0143 -2.8952 -0.7 0.6 0.6
S -1.7108 -0.7232 -2.7281 -7.3 -5.5 -0.6
O -1.4431 -1.5130 -3.9517 0.6 2.5 2.2
O -2.9973 -0.0325 -2.6585 2.6 -0.6 -0.1
F -1.9198 -1.9567 -1.6681 0.6 1.5 -0.5
C 2.2767 -0.1512 2.7362 1.8 -1.1 1.1
O 2.0193 0.6217 1.6065 -0.9 0.5 -0.8
H 2.8718 -1.0120 2.4312 0.3 -0.1 -0.1
H 2.9159 0.4473 3.3854 -0.3 -0.3 0.5
H 1.4497 -0.6229 3.2669 -0.6 0.9 -0.2
H 2.5723 1.4060 1.5812 -0.2 0.0 0.0
C -1.6598 2.4470 0.0853 -0.1 0.8 -0.3
O -0.2302 2.3274 0.2296 0.1 -0.3 0.2
H -1.8561 2.8164 -0.9212 -0.3 -0.4 -0.1
H -2.1380 1.4851 0.2701 0.1 0.1 -0.1
H -2.0309 3.2023 0.7781 0.0 -0.2 0.2
H 0.1736 3.1213 -0.1287 -0.1 0.1 0.0
O 2.2352 1.3010 -1.0479 0.9 0.5 0.1
H 2.0846 2.2303 -1.2207 -0.3 0.2 -0.3
H 3.1744 1.1800 -1.1878 0.3 -0.3 -0.1
O 1.9523 -1.7643 -0.3259 0.6 -0.5 -0.1
H 2.8939 -1.9008 -0.2208 0.4 0.2 0.0
H 1.5871 -2.6471 -0.3856 -0.6 -0.4 0.0
```
Positions in Å, forces in eV/Å.

Values from the calculation:
HOMO-LUMO gap ... 8.93 eV
Energy above the lowest of the compared OMol25 structures with the same formula, charge and spin ... 110.8 kcal/mol
HOMO energy ... -10.75 eV
Lowest unoccupied orbital energy ... -1.82 eV



The following max |F| values (in hartree/bohr) correspond, in order, to the records above: 0.0327; 0.0417; 0.0427; 0.0947; 0.0233; 0.1446; 0.2050.